(1)
Molecular formula: C16H11N3O4PdS4
Method: DFT, ωB97M-V/def2-TZVPD

Multiplicity = 3
HOMO energy (alpha / beta) = -0.0485 / -0.0468 hartree
HOMO-LUMO gap (alpha / beta) = 0.220 / 0.218 Ha
Largest force on an atom = 0.059 Eh/bohr
Relative energy (zero: lowest compared OMol25 entry of this formula, charge and spin) = 19.57 kcal per mole
<S²> = 2.010
Total charge = -2
Energy = -2802.2024 Eh

Last column: Löwdin charge in e.
Element x y z (Å)
H (-2.182, -3.132, -4.384)  0.086
C (1.209, 2.876, 0.453)  -0.059
C (1.432, -0.788, 5.383)  -0.333
H (-0.354, 2.274, 1.815)  0.087
N (4.572, -1.232, 3.831)  0.112
H (1.094, 2.522, -2.906)  0.103
C (2.155, -0.765, 3.073)  -0.781
H (-1.092, 1.477, -2.306)  0.116
H (-0.508, -1.560, -3.385)  0.125
S (-0.485, -0.199, 3.621)  0.571
C (-2.023, -3.107, -3.315)  -0.101
S (-2.467, 1.134, 0.140)  0.379
H (3.240, 4.322, -0.480)  0.068
S (1.929, -0.623, 1.359)  0.600
O (0.070, -1.324, -1.066)  -0.220
C (-1.530, -2.942, -0.573)  -0.694
H (2.908, 4.062, -2.199)  0.065
C (-2.489, -3.822, -1.095)  -0.120
H (-3.493, -4.606, -2.821)  0.088
C (-1.098, -2.239, -2.789)  -0.047
O (-3.355, 2.065, -0.543)  -0.353
H (1.864, 3.238, 1.237)  0.113
C (3.483, -1.040, 3.498)  -0.330
O (-2.509, -0.211, -0.434)  -0.369
Pd (-0.560, -0.392, 1.150)  0.428
N (-0.837, -2.156, -1.467)  -0.250
O (-2.590, 1.145, 1.594)  -0.394
C (-0.008, 2.294, 0.789)  -0.112
N (1.623, -0.913, 6.515)  0.112
H (3.724, 2.811, -1.251)  0.080
C (2.946, 3.579, -1.221)  -0.066
C (-0.817, 1.779, -0.217)  -0.325
C (1.616, 2.961, -0.870)  -0.284
S (-1.204, -2.862, 1.101)  0.622
C (0.781, 2.460, -1.868)  -0.047
C (1.160, -0.618, 4.000)  -0.782
C (-2.741, -3.923, -2.444)  -0.115
C (-0.428, 1.871, -1.548)  -0.063
H (-3.037, -4.414, -0.375)  0.090

(2)
Molecular formula: C31H30BrNOPPt
Method: DFT, ωB97M-V/def2-TZVPD

Multiplicity = 5
HOMO energy (alpha / beta) = -0.6097 / -0.6286 hartree
HOMO-LUMO gap (alpha / beta) = 0.272 / 0.164 Ha
Largest force on an atom = 0.030 Eh/bohr
Relative energy (zero: lowest compared OMol25 entry of this formula, charge and spin) = 19.61 kcal per mole
<S²> = 6.044
Total charge = +3
Energy = -4362.8325 Eh

Last column: Löwdin charge in e.
Element x y z (Å)
C (2.198, -2.425, -1.041)  -0.053
H (-3.349, 2.180, -4.783)  0.129
C (2.694, 2.181, 0.034)  -0.060
H (3.851, -1.242, -1.787)  0.146
C (-3.383, -2.837, -1.608)  0.028
C (-0.487, -1.647, 1.244)  -0.207
H (-2.795, -4.683, 1.945)  0.149
C (-0.366, -2.373, 2.425)  -0.040
Pt (0.740, -0.024, 0.969)  1.133
H (3.970, -0.724, 4.993)  0.125
H (-4.132, -3.124, -2.330)  0.140
C (-2.299, -3.139, 0.539)  -0.129
H (0.391, -2.118, 3.154)  0.108
H (3.251, 3.102, -0.113)  0.107
C (-1.209, -3.453, 2.691)  0.024
H (3.920, 1.209, -1.442)  0.145
C (-0.795, 2.808, -0.928)  -0.085
H (3.961, -1.642, -0.064)  0.134
H (-0.169, 2.886, -1.809)  0.129
C (-1.306, 3.951, -0.346)  0.004
H (4.339, 0.768, 0.226)  0.138
C (3.266, -1.363, -0.866)  -0.237
C (-1.455, -2.017, 0.277)  -0.204
O (2.633, -0.125, -0.568)  -0.306
C (-1.922, 1.449, 0.747)  -0.077
H (-3.084, 2.534, 2.168)  0.131
C (-2.430, 2.607, 1.314)  -0.017
H (2.465, 2.092, 1.099)  0.050
C (3.505, 0.994, -0.450)  -0.230
H (-1.066, 4.914, -0.767)  0.137
H (3.311, -0.754, 2.609)  0.122
H (0.827, 2.126, 5.685)  0.124
C (-2.473, 1.569, -4.606)  -0.029
C (1.383, 1.468, 5.036)  -0.056
H (-2.225, 0.484, 1.137)  0.107
C (-2.557, -1.753, -1.882)  0.001
C (-1.618, -1.324, -0.950)  -0.240
C (-3.250, -3.534, -0.423)  0.080
H (-2.087, 1.225, -6.688)  0.131
C (-0.969, 0.506, -3.068)  -0.377
P (-0.541, 0.090, -1.351)  1.143
H (-2.624, 1.773, -2.485)  0.115
H (-1.110, -4.001, 3.616)  0.139
H (0.552, -0.728, -3.954)  0.109
C (-1.124, 1.547, -0.409)  -0.376
H (-3.868, -4.396, -0.220)  0.146
Br (2.928, 0.790, 7.374)  0.870
C (3.145, -0.120, 4.649)  -0.056
C (-0.707, 0.157, -5.436)  -0.025
H (1.652, -2.572, -0.100)  0.056
C (1.067, 1.369, 3.693)  -0.113
H (-0.178, -0.293, -6.262)  0.127
C (-2.065, 1.349, -3.307)  -0.088
C (-0.296, -0.086, -4.138)  -0.070
H (1.492, -2.136, -1.821)  0.061
N (1.744, 0.578, 2.853)  -0.114
C (2.767, -0.143, 3.320)  -0.115
H (1.773, 2.247, -0.545)  0.046
C (-2.155, -3.833, 1.758)  0.089
H (-2.667, -1.235, -2.822)  0.117
C (-2.125, 3.852, 0.776)  0.026
C (2.442, 0.704, 5.530)  -0.615
H (0.257, 1.956, 3.273)  0.116
H (2.655, -3.370, -1.326)  0.103
H (-2.509, 4.747, 1.237)  0.138
C (-1.786, 1.005, -5.675)  -0.005

(3)
Molecular formula: CI3NOS
Method: DFT, ωB97M-V/def2-TZVPD

HOMO energy (alpha / beta) = -0.3246 / -0.3246 hartree
HOMO-LUMO gap (alpha / beta) = 0.239 / 0.239 Ha
Largest force on an atom = 0.045 Eh/bohr
Relative energy (zero: lowest compared OMol25 entry of this formula, charge and spin) = 22.34 kcal per mole
Energy = -1459.2558 Eh

Last column: Löwdin charge in e.
Element x y z (Å)
C (-0.877, -0.125, 0.161)  -1.004
S (-1.334, 0.190, -1.283)  0.746
I (1.072, 2.969, -0.202)  0.669
I (3.883, -0.678, -0.922)  0.028
I (2.365, 0.088, 1.322)  0.896
O (-0.758, -0.475, 1.243)  0.012
N (1.010, 1.114, 0.635)  -1.346

(4)
Molecular formula: CHF2O3
Method: DFT, ωB97M-V/def2-TZVPD

HOMO energy (alpha / beta) = -0.7002 / -0.6998 hartree
HOMO-LUMO gap (alpha / beta) = 0.327 / 0.338 Ha
Largest force on an atom = 0.085 Eh/bohr
Relative energy (zero: lowest compared OMol25 entry of this formula, charge and spin) = 42.57 kcal per mole
Total charge = +1
Energy = -463.5682 Eh

Last column: Löwdin charge in e.
Element x y z (Å)
F (-0.067, -1.501, -0.844)  0.308
F (-1.018, -0.807, 0.913)  0.315
O (-1.137, 1.550, -0.061)  0.326
O (-0.436, 0.805, -0.661)  0.176
H (1.864, 0.120, 0.141)  0.162
O (1.002, 0.335, 0.539)  0.179
C (-0.208, -0.504, -0.027)  -0.468

Which formula does entry 3 have?
CI3NOS

Which value of energy does entry 2 give?
-4362.8325 Eh

What is the largest force on an atom in the first record?
0.059 Eh/bohr

What did the fourth record say?
Molecular formula: CHF2O3
Method: DFT, ωB97M-V/def2-TZVPD

HOMO energy (alpha / beta) = -0.7002 / -0.6998 hartree
HOMO-LUMO gap (alpha / beta) = 0.327 / 0.338 Ha
Largest force on an atom = 0.085 Eh/bohr
Relative energy (zero: lowest compared OMol25 entry of this formula, charge and spin) = 42.57 kcal per mole
Total charge = +1
Energy = -463.5682 Eh

Last column: Löwdin charge in e.
Element x y z (Å)
F (-0.067, -1.501, -0.844)  0.308
F (-1.018, -0.807, 0.913)  0.315
O (-1.137, 1.550, -0.061)  0.326
O (-0.436, 0.805, -0.661)  0.176
H (1.864, 0.120, 0.141)  0.162
O (1.002, 0.335, 0.539)  0.179
C (-0.208, -0.504, -0.027)  -0.468